1.
{"formula": "C5H7NO2", "method": "ωB97M-V/def2-TZVPD", "species": ["C", "C", "O", "C", "C", "C", "N", "O", "H", "H", "H", "H", "H", "H", "H"], "positions_angstrom": [[-0.3337, 0.1640, -2.2661], [0.2716, -0.0141, -1.0948], [1.6066, -0.2644, -0.9645], [-0.4107, 0.0554, 0.2065], [-1.6555, -0.3496, 0.4254], [0.4231, 0.6639, 1.3052], [0.8128, -0.2281, 2.2459], [0.6893, 1.8411, 1.3567], [0.2103, 0.1260, -3.1953], [-1.3822, 0.3795, -2.3225], [2.0321, -0.2132, -1.8288], [-2.2601, -0.7740, -0.3581], [-2.1117, -0.2549, 1.3959], [1.4320, 0.0830, 2.9770], [0.6760, -1.2146, 2.1175]], "forces_ev_per_a": [[0.101, -0.020, 0.115], [-0.203, 0.061, -0.595], [0.085, -0.019, 0.135], [0.096, -0.016, 0.020], [0.187, 0.032, -0.029], [-0.179, -0.229, 0.208], [0.141, -0.203, 0.365], [0.055, 0.291, -0.135], [0.139, -0.087, -0.154], [-0.225, 0.118, 0.075], [-0.079, 0.020, 0.082], [-0.037, -0.100, -0.183], [-0.041, 0.071, 0.205], [-0.024, 0.029, -0.060], [-0.017, 0.052, -0.049]], "charge": 0, "smiles": "C=C(O)C(=C)C(N)=O", "homo_lumo_gap_ev": 9.71, "lumo_ev": 0.770, "e_homo_ev": -8.94}



2.
{"formula": "C4H6BiO2", "method": "ωB97M-V/def2-TZVPD", "species": ["H", "O", "C", "C", "C", "C", "O", "Bi", "H", "H", "H", "H", "H"], "positions_angstrom": [[-0.6912, 0.5067, -2.0938], [-0.3704, -1.3256, -2.9866], [-0.3776, -0.5762, -2.0105], [-0.5839, -0.9861, -0.6613], [-0.5575, -0.0859, 0.5149], [0.6687, 0.8472, 0.5533], [1.0457, 1.1631, 1.8420], [1.7562, 0.4941, 3.4150], [-0.7421, -2.0575, -0.4985], [-0.6082, -0.6665, 1.4494], [-1.4529, 0.5615, 0.4815], [0.4177, 1.7677, -0.0084], [1.4954, 0.3575, 0.0031]], "forces_ev_per_a": [[0.945, -0.211, -0.645], [0.577, 0.957, 1.401], [-2.191, 0.297, -1.269], [0.828, -1.424, 0.944], [-1.038, 0.159, -0.005], [-0.256, -0.123, -3.217], [-0.334, 0.810, -0.713], [1.008, -0.675, 2.534], [0.100, 0.303, -0.043], [-0.004, -0.025, -0.266], [0.150, -0.195, 0.206], [0.276, -0.204, 0.545], [-0.061, 0.332, 0.528]], "spin_multiplicity": 2, "charge": 2, "homo_lumo_gap_ev": [3.57, 2.51], "lumo_ev": [-12.969, -13.509], "e_homo_ev": [-16.54, -16.02]}



3.
{"formula": "C4H4S2", "method": "ωB97M-V/def2-TZVPD", "species": ["S", "C", "C", "C", "C", "S", "H", "H", "H", "H"], "positions_angstrom": [[-2.5958, -1.3073, -0.0046], [-1.9276, 0.1728, -0.0109], [-0.4995, 0.4977, -0.0130], [0.4949, -0.4117, -0.0097], [1.8804, -0.0210, -0.0055], [3.1331, -1.0487, -0.0060], [-2.5872, 1.0219, 0.0028], [-0.2303, 1.5414, 0.0318], [0.2610, -1.4957, 0.0151], [2.0710, 1.0507, -0.0001]], "forces_ev_per_a": [[0.251, 0.352, -0.030], [0.192, -0.658, 0.058], [0.152, -0.516, 0.141], [-0.751, -0.752, 0.087], [0.532, -0.090, 0.024], [-0.256, 0.148, -0.001], [-0.216, 0.398, -0.018], [-0.046, 0.268, -0.127], [0.172, 0.795, -0.122], [-0.030, 0.055, -0.012]], "charge": 0, "smiles": "S=C/C=C/C=S", "homo_lumo_gap_ev": 7.10, "lumo_ev": -2.009, "e_homo_ev": -9.11}



4.
{"formula": "C40H37AsLuNPS4", "method": "ωB97M-V/def2-TZVPD", "species": ["Lu", "C", "C", "C", "C", "C", "C", "C", "H", "H", "H", "H", "H", "H", "H", "H", "S", "S", "S", "S", "C", "C", "As", "C", "C", "C", "C", "C", "C", "C", "C", "C", "C", "C", "C", "P", "C", "C", "C", "C", "C", "C", "C", "C", "C", "C", "C", "C", "H", "H", "H", "H", "H", "H", "H", "H", "H", "H", "H", "H", "H", "H", "H", "H", "H", "H", "H", "H", "H", "H", "H", "H", "N", "C", "C", "C", "C", "C", "C", "C", "H", "H", "H", "H", "H"], "positions_angstrom": [[2.4243, 0.0692, 1.5547], [1.0286, 3.8596, 1.8198], [1.9396, 2.9058, 2.5387], [3.3215, 2.9458, 2.3521], [4.1663, 2.0960, 3.0577], [3.6430, 1.2158, 4.0010], [2.2690, 1.1645, 4.2012], [1.4209, 1.9822, 3.4536], [0.8091, 4.7188, 2.4556], [0.0773, 3.3910, 1.5664], [1.4872, 4.2314, 0.9043], [3.7400, 3.6500, 1.6443], [5.2321, 2.1258, 2.8819], [4.2944, 0.5711, 4.5709], [1.8527, 0.4802, 4.9259], [0.3512, 1.9484, 3.6278], [1.7081, -1.8454, 3.1659], [3.4554, -2.8924, 2.6915], [4.9798, -1.5218, 2.7215], [4.8821, -0.4305, 0.9323], [-1.6122, -1.1492, 0.3474], [-2.3177, -1.8183, -0.8240], [-4.1094, -2.5924, -0.4257], [-3.9835, -2.6214, 1.5197], [-3.3934, -3.7476, 2.0893], [-3.1949, -3.8258, 3.4615], [-3.6069, -2.7839, 4.2792], [-4.2187, -1.6695, 3.7211], [-4.4029, -1.5849, 2.3475], [-5.2258, -1.0123, -0.6523], [-6.5955, -1.2440, -0.7422], [-7.4849, -0.1898, -0.8997], [-7.0103, 1.1097, -0.9851], [-5.6459, 1.3510, -0.9121], [-4.7592, 0.2961, -0.7449], [0.1553, -0.8272, 0.0746], [0.9906, -2.4133, -0.1920], [2.3131, -2.4171, -0.6274], [3.0247, -3.6023, -0.7617], [2.4194, -4.8010, -0.4318], [1.1151, -4.8070, 0.0547], [0.4054, -3.6255, 0.1804], [0.1857, 0.0031, -1.5540], [0.5776, -0.5950, -2.7455], [0.5503, 0.1256, -3.9339], [0.1132, 1.4410, -3.9476], [-0.2987, 2.0420, -2.7631], [-0.2525, 1.3287, -1.5772], [-1.6883, -1.7292, 1.2720], [-2.0559, -0.1779, 0.5828], [-1.7277, -2.6405, -1.2305], [-2.4659, -1.1110, -1.6432], [-3.0918, -4.5807, 1.4623], [-2.7327, -4.7043, 3.8919], [-3.4640, -2.8468, 5.3495], [-4.5567, -0.8636, 4.3597], [-4.8806, -0.7077, 1.9274], [-6.9783, -2.2571, -0.6892], [-8.5465, -0.3874, -0.9635], [-7.7020, 1.9312, -1.1154], [-5.2733, 2.3648, -0.9849], [-3.6991, 0.5123, -0.6942], [2.8010, -1.4932, -0.9352], [4.0502, -3.5691, -1.1025], [2.9642, -5.7298, -0.5304], [0.6471, -5.7407, 0.3364], [-0.6043, -3.6535, 0.5700], [0.8995, -1.6280, -2.7534], [0.8565, -0.3505, -4.8559], [0.0836, 1.9953, -4.8757], [-0.6556, 3.0637, -2.7655], [-0.5569, 1.8189, -0.6565], [2.7029, 1.5921, -0.2643], [3.1016, 2.1108, -1.2086], [3.6102, 2.7421, -2.3946], [4.5685, 2.0762, -3.1538], [5.0412, 2.6830, -4.3047], [4.5573, 3.9305, -4.6785], [3.6008, 4.5858, -3.9125], [3.1176, 3.9932, -2.7590], [4.9369, 1.1071, -2.8468], [5.7870, 2.1859, -4.9078], [4.9312, 4.4002, -5.5783], [3.2340, 5.5566, -4.2144], [2.3679, 4.4861, -2.1551]], "forces_ev_per_a": [[0.764, 0.053, 1.084], [0.005, -0.023, -0.078], [-0.087, -0.027, -0.083], [-0.011, -0.012, -0.038], [-0.019, 0.020, 0.008], [-0.007, 0.015, 0.095], [-0.161, 0.059, 0.050], [-0.075, -0.035, 0.010], [0.012, 0.005, 0.011], [-0.004, -0.006, 0.011], [0.004, 0.002, -0.006], [0.007, -0.033, -0.034], [-0.004, -0.005, -0.015], [-0.003, 0.005, -0.022], [0.025, -0.004, -0.015], [0.001, -0.031, -0.020], [-0.022, -0.090, -0.055], [-0.169, 0.104, -0.078], [-0.109, 0.108, -0.167], [-0.140, -0.142, -0.036], [-0.033, -0.013, 0.277], [-0.032, 0.055, -0.019], [-0.079, -0.060, -0.131], [0.004, -0.027, 0.023], [0.028, -0.020, 0.064], [-0.006, 0.000, -0.018], [-0.003, 0.010, -0.009], [0.013, -0.013, 0.019], [-0.006, 0.015, 0.020], [0.031, 0.009, -0.014], [-0.072, 0.048, 0.034], [0.016, -0.047, 0.012], [-0.005, 0.017, -0.004], [-0.013, 0.006, 0.003], [-0.023, 0.010, -0.013], [0.665, 0.370, -0.543], [-0.186, -0.292, 0.133], [0.011, 0.194, -0.355], [-0.076, 0.062, 0.050], [-0.030, -0.005, 0.061], [0.050, -0.011, -0.034], [0.021, 0.046, -0.048], [-0.217, 0.041, 0.019], [-0.002, -0.053, -0.002], [-0.001, 0.016, -0.017], [-0.011, 0.007, 0.068], [0.026, -0.023, -0.040], [0.008, 0.047, 0.010], [0.029, -0.009, -0.034], [-0.039, -0.042, 0.014], [0.020, 0.009, 0.048], [0.042, -0.035, 0.008], [-0.010, 0.010, -0.028], [0.009, -0.010, 0.004], [0.001, 0.004, 0.016], [-0.010, 0.014, 0.001], [0.003, -0.014, -0.026], [0.021, -0.007, -0.003], [-0.011, 0.006, -0.003], [0.001, 0.016, 0.001], [0.017, 0.005, -0.003], [0.020, -0.020, -0.009], [-0.053, -0.011, 0.037], [0.014, -0.030, -0.016], [0.002, -0.015, 0.000], [0.005, -0.018, 0.000], [0.003, 0.009, 0.035], [0.009, -0.012, -0.009], [0.011, -0.017, -0.003], [0.002, 0.005, -0.023], [-0.005, 0.019, -0.007], [-0.003, -0.035, 0.024], [-0.068, -0.104, -0.197], [0.061, 0.033, -0.216], [-0.242, -0.158, 0.391], [0.102, 0.017, -0.127], [-0.055, 0.029, 0.056], [0.016, 0.008, -0.033], [-0.008, -0.036, 0.050], [0.029, 0.079, -0.149], [-0.017, -0.015, 0.036], [0.016, -0.014, -0.012], [0.005, -0.002, -0.005], [-0.001, 0.009, -0.004], [0.000, -0.019, 0.017]], "charge": 1, "homo_lumo_gap_ev": 7.05, "lumo_ev": -2.920, "e_homo_ev": -9.97}



5.
{"formula": "C7H16O2S2Si", "method": "ωB97M-V/def2-TZVPD", "species": ["C", "C", "C", "C", "C", "C", "C", "O", "O", "Si", "S", "S", "H", "H", "H", "H", "H", "H", "H", "H", "H", "H", "H", "H", "H", "H", "H", "H"], "positions_angstrom": [[1.6858, -0.6680, -0.2725], [3.0259, 1.3235, -0.8731], [2.9294, 0.4778, 1.3911], [-3.3088, 1.5345, -0.8359], [-1.6975, -1.4354, 2.3280], [-1.7877, -1.4035, -1.9324], [2.9929, 0.0206, -0.0689], [-2.9536, 0.5249, 0.1994], [-1.4817, -1.4746, 0.8970], [-1.6963, -0.4053, -0.2737], [1.3942, -2.1699, -0.5729], [0.0565, 0.9239, -0.2964], [2.0786, 1.9761, -0.7730], [3.9709, 1.7646, -0.7132], [3.1364, 1.1542, -1.8892], [3.0069, -0.2434, 2.1773], [2.0178, 0.8338, 1.6456], [3.5945, 1.1891, 1.6575], [-4.3562, 1.4319, -1.0852], [-2.6530, 1.6400, -1.6161], [-3.3418, 2.4152, -0.2155], [-2.6135, -1.0615, 2.6569], [-0.8826, -0.7881, 2.7232], [-1.6949, -2.3974, 2.5764], [-0.9135, -1.2604, -2.5352], [-1.8918, -2.4261, -1.6354], [-2.5637, -0.9794, -2.5255], [3.9469, -0.4970, -0.1384]], "forces_ev_per_a": [[-0.763, 1.185, -0.990], [-1.446, 0.345, 0.432], [0.102, -2.520, 0.004], [-2.122, -0.159, 4.383], [2.273, 3.565, -2.428], [0.311, 1.621, 1.697], [-1.037, 2.256, 1.560], [-0.298, 0.510, -2.130], [-0.709, -0.798, 1.019], [1.395, -0.376, -0.688], [-0.380, -0.650, 0.028], [1.043, -2.052, 0.136], [2.094, -0.862, 0.297], [0.831, 1.265, 1.022], [-0.380, -0.841, -2.338], [0.567, -1.422, 0.028], [-3.123, 1.656, 0.189], [2.486, 2.461, 0.297], [-0.056, -0.647, -0.665], [1.584, -0.026, -1.982], [0.428, 0.851, -0.278], [-1.743, 1.086, -0.065], [-0.478, -0.813, 0.279], [0.679, -3.907, 1.613], [0.781, -0.034, -0.002], [-0.391, -0.642, -0.203], [-1.134, -0.189, -0.444], [-0.513, -0.865, -0.774]], "charge": 0, "homo_lumo_gap_ev": 8.47, "lumo_ev": -0.060, "e_homo_ev": -8.53}



6.
{"formula": "C24H44N2O10V", "method": "ωB97M-V/def2-TZVPD", "species": ["O", "V", "O", "C", "C", "C", "C", "C", "C", "N", "O", "C", "C", "C", "H", "H", "H", "H", "H", "H", "H", "H", "H", "H", "H", "H", "H", "H", "H", "H", "H", "H", "C", "C", "C", "C", "C", "C", "N", "O", "C", "C", "C", "H", "H", "H", "H", "H", "H", "H", "H", "H", "H", "H", "H", "H", "H", "H", "H", "H", "H", "C", "C", "O", "C", "O", "O", "H", "H", "H", "H", "C", "C", "O", "C", "O", "O", "H", "H", "H", "H"], "positions_angstrom": [[1.2705, -1.6263, 0.3063], [0.1778, -0.5667, -0.1030], [-1.3222, -1.1308, 0.1832], [0.9602, 4.4452, 0.5042], [1.8146, 3.1588, 0.1593], [3.3461, 3.4832, 0.4573], [3.8631, 3.5424, 1.8299], [3.5199, 2.2174, 2.5050], [1.9536, 1.8054, 2.4141], [1.4716, 2.0033, 0.9725], [0.0925, 1.5027, 0.7880], [1.1231, 2.5024, 3.4585], [1.8178, 0.2730, 2.6848], [1.8650, 2.7206, -1.3640], [1.3032, 5.3078, -0.0671], [0.9949, 4.7628, 1.5463], [-0.0942, 4.4205, 0.2289], [3.4632, 4.5035, 0.0922], [4.1145, 2.8725, -0.0169], [3.2557, 4.2541, 2.3890], [4.9403, 3.6798, 1.9238], [3.8475, 2.3524, 3.5357], [4.0372, 1.3276, 2.1461], [1.4723, 2.0368, 4.3801], [0.0802, 2.3523, 3.1795], [1.3712, 3.5636, 3.4818], [2.3752, 0.1336, 3.6110], [2.3376, -0.4508, 2.0570], [0.8418, -0.0485, 3.0483], [2.2706, 3.4901, -2.0209], [0.9070, 2.4639, -1.8162], [2.4318, 1.8073, -1.5449], [1.1811, -3.3683, -2.4414], [0.0314, -2.6573, -3.3251], [-1.2115, -3.5573, -3.2920], [-2.3507, -3.0328, -4.1226], [-2.6932, -1.6097, -3.6716], [-1.4989, -0.6165, -3.4210], [-0.2954, -1.3462, -2.8335], [0.8446, -0.4718, -2.4026], [-2.1422, 0.3569, -2.3884], [-1.2658, 0.1467, -4.8007], [0.5683, -2.4354, -4.7208], [1.1828, -4.4573, -2.4879], [1.1235, -3.0752, -1.3931], [2.0878, -2.9626, -2.8900], [-1.4938, -3.5932, -2.2398], [-1.1245, -4.5898, -3.6306], [-3.1908, -3.6946, -3.9118], [-2.3615, -3.1871, -5.2016], [-3.4345, -1.6717, -2.8749], [-3.2613, -1.2167, -4.5147], [-1.5009, 1.0060, -1.7922], [-2.7143, -0.1105, -1.5869], [-2.7692, 1.0789, -2.9117], [-1.3427, -0.2562, -5.8105], [-0.2912, 0.6255, -4.8955], [-2.0390, 0.9133, -4.8520], [1.0690, -3.3354, -5.0776], [1.2943, -1.6370, -4.8751], [-0.1788, -2.2743, -5.4979], [-3.2938, 2.5005, 1.2990], [-3.8872, 1.0893, 0.9792], [-4.3087, 0.6436, 2.2030], [-4.3177, 1.6157, 3.1103], [-4.6809, 1.6182, 4.4247], [-3.8796, 2.7652, 2.5650], [-3.9006, 3.1800, 0.7004], [-2.2223, 2.4796, 1.1003], [-2.9809, 0.5395, 0.7256], [-4.6548, 0.9577, 0.2165], [0.9789, -3.8026, 5.3098], [0.2363, -4.9474, 4.6709], [-0.4165, -4.3304, 3.5571], [-0.0369, -3.0349, 3.3681], [-0.3738, -2.3358, 2.4965], [0.6792, -2.7022, 4.4496], [2.0453, -3.8492, 5.5305], [0.4603, -3.5464, 6.2337], [-0.5213, -5.2059, 5.4107], [0.9494, -5.7646, 4.5626]], "forces_ev_per_a": [[-0.594, 0.331, -0.062], [-1.229, 2.343, 0.643], [2.346, 0.566, -0.860], [0.233, 0.004, -0.983], [1.043, -0.291, 0.296], [0.044, 1.337, -1.324], [-1.739, -1.520, 1.810], [-1.425, -0.726, 0.291], [0.708, -0.678, -1.919], [-0.174, -1.586, 0.327], [1.721, -1.786, -0.905], [0.588, 0.284, -0.475], [1.061, 0.604, 1.706], [-0.953, 0.337, 0.246], [0.415, 0.029, -0.137], [0.238, -0.439, 0.105], [-0.088, -0.725, 0.050], [0.124, 0.028, -0.709], [-0.748, -0.446, -0.963], [0.577, 0.612, 0.272], [-0.141, 0.538, -0.212], [-0.488, -0.462, 0.411], [0.398, 0.253, -0.453], [-0.742, 0.232, 0.384], [-0.087, -0.013, 0.596], [-0.216, 0.106, 0.137], [0.330, 0.091, 0.446], [-0.501, 0.446, -0.649], [-0.299, 0.046, -0.872], [0.189, 0.246, 0.253], [-0.497, 0.244, 0.392], [0.415, 0.087, 0.605], [-0.643, 1.610, -0.791], [1.705, -2.179, 0.488], [-0.337, 0.170, -0.421], [-1.061, 0.064, 0.763], [-0.283, -0.666, -1.386], [-1.483, -0.287, -0.045], [2.181, 4.180, 1.025], [-4.850, -3.224, -0.222], [0.601, 0.873, 0.445], [0.706, 0.802, 0.364], [0.426, -0.614, -1.892], [-0.320, 0.134, -0.416], [-0.018, 0.027, -0.149], [0.316, -0.283, 0.499], [-0.312, -0.076, 0.083], [1.216, -0.005, 0.210], [-0.382, 0.176, 0.479], [1.148, 0.416, -0.173], [0.583, 0.156, 0.444], [-0.046, 0.576, 0.128], [0.853, 0.044, -0.395], [-0.078, -0.529, -0.501], [-0.212, -0.308, -0.132], [-0.284, -1.513, 0.478], [0.055, 0.298, 0.721], [0.173, 0.207, 0.349], [0.099, -0.249, 0.274], [0.008, 0.124, 0.703], [-0.411, 0.133, 0.339], [-3.249, -0.266, -2.026], [2.737, 0.549, -1.202], [-1.379, -0.999, 2.976], [-1.540, 1.344, 7.320], [1.951, -0.846, -8.339], [1.003, -0.572, 1.248], [1.096, 0.479, -0.666], [0.099, 0.575, 0.994], [-0.450, -0.728, -0.386], [-0.081, 0.416, 0.129], [-0.901, 1.717, 0.737], [-0.107, 0.608, 1.135], [0.166, -1.604, -0.985], [0.157, -1.657, 2.325], [-0.334, 0.635, -0.912], [1.366, 1.355, -0.094], [-0.026, -0.266, -0.536], [0.366, -0.016, 0.296], [-0.186, -0.602, -0.503], [-0.546, -0.265, -1.227]], "spin_multiplicity": 2, "charge": 0, "homo_lumo_gap_ev": [6.72, 4.85], "lumo_ev": [-0.388, -2.238], "e_homo_ev": [-7.10, -7.09]}